Molecular formula: C2H2N2O3
Method: DFT, ωB97M-V/def2-TZVPD

The geometry in ORCA input format:
```
! wB97M-V def2-TZVPD RIJCOSX def2/J DEFGRID3
* xyz 0 1
C 0.148 1.096 -0.074
C -1.528 -0.263 -0.044
H 2.276 -1.340 -0.031
H 0.868 1.874 0.161
N 0.701 -0.198 -0.419
N -1.121 1.097 0.073
O 1.696 -0.613 0.433
O -2.634 -0.721 0.216
O -0.406 -0.933 -0.314
*
```

Output
energy relative to the best compared isomer or geometry (same formula, charge and spin) = 78.8 kcal/mol
LUMO level = -0.26 eV
SMILES string = O=c1ncn(O)o1

Electronic structure analysis, Mulliken charges in units of e:
1. C -0.01
2. C 0.62
3. H 0.37
4. H 0.36
5. N 0.18
6. N -0.42
7. O -0.41
8. O -0.51
9. O -0.19

***

Molecular formula: C2H2N2O3
Method: DFT, ωB97M-V/def2-TZVPD

The geometry in ORCA input format:
```
! wB97M-V def2-TZVPD RIJCOSX def2/J DEFGRID3
* xyz 0 1
C 1.555 0.352 -0.597
C -1.538 0.483 -0.716
N 0.896 0.637 0.393
N -1.549 -0.695 -0.433
O 2.223 0.382 -1.557
O -1.944 1.487 -1.126
O -0.631 -1.531 0.127
H 0.541 -0.011 0.961
H -1.135 -2.370 0.038
*
```

Output
energy relative to the best compared isomer or geometry (same formula, charge and spin) = 58.4 kcal/mol
LUMO level = 0.07 eV
SMILES string = O=C=NO.N=C=O

Electronic structure analysis, Mulliken charges in units of e:
1. C 0.72
2. C 0.59
3. N -0.62
4. N -0.30
5. O -0.40
6. O -0.39
7. O -0.34
8. H 0.34
9. H 0.39

***

Molecular formula: C2H2N2O3
Method: DFT, ωB97M-V/def2-TZVPD

The geometry in ORCA input format:
```
! wB97M-V def2-TZVPD RIJCOSX def2/J DEFGRID3
* xyz 0 1
C 0.178 -0.561 -1.342
C -0.471 1.027 0.010
H 1.011 -0.185 1.804
H 0.770 -1.264 -2.042
N -0.518 -0.213 0.626
N -0.140 0.746 -1.343
O -0.110 -0.374 1.884
O 0.217 -1.164 -0.174
O -0.936 1.988 0.578
*
```

Output
energy relative to the best compared isomer or geometry (same formula, charge and spin) = 97.8 kcal/mol
LUMO level = -0.45 eV
SMILES string = O=c1ncon1O

Electronic structure analysis, Mulliken charges in units of e:
1. C 0.21
2. C 0.52
3. H 0.37
4. H 0.32
5. N 0.23
6. N -0.50
7. O -0.36
8. O -0.27
9. O -0.51

***

Molecular formula: C2H2N2O4
Method: DFT, ωB97M-V/def2-TZVPD

The geometry in ORCA input format:
```
! wB97M-V def2-TZVPD RIJCOSX def2/J DEFGRID3
* xyz 0 1
C -0.233 -1.088 -1.068
C 0.659 -0.494 0.017
H 1.380 0.988 1.436
H -1.365 1.433 -0.138
N -0.118 0.166 0.990
N -1.397 0.478 0.210
O 0.455 1.562 1.206
O -1.387 -0.449 -1.002
O 0.150 -1.865 -1.964
O 1.856 -0.731 0.312
*
```

Output
energy relative to the best compared isomer or geometry (same formula, charge and spin) = 105.2 kcal/mol
LUMO level = -1.64 eV
SMILES string = O=c1o[nH]n(O)c1=O

Electronic structure analysis, Mulliken charges in units of e:
1. C 0.51
2. C 0.57
3. H 0.42
4. H 0.32
5. N 0.09
6. N -0.23
7. O -0.44
8. O -0.20
9. O -0.51
10. O -0.54

***

Molecular formula: C2H2N2O4
Method: DFT, ωB97M-V/def2-TZVPD

The geometry in ORCA input format:
```
! wB97M-V def2-TZVPD RIJCOSX def2/J DEFGRID3
* xyz 0 1
C 0.013 -0.649 0.505
C 0.182 0.864 -1.128
H -2.008 -0.326 1.010
H 2.226 0.935 -0.665
N -0.461 -1.368 1.454
N 1.447 0.299 -0.893
O -1.863 -1.136 1.578
O 1.276 -0.567 0.254
O -0.109 1.748 -1.829
O -0.702 0.199 -0.286
*
```

Output
energy relative to the best compared isomer or geometry (same formula, charge and spin) = 53.9 kcal/mol
LUMO level = 0.18 eV
SMILES string = O=c1[nH]o/c(=N/O)o1

Electronic structure analysis, Mulliken charges in units of e:
1. C 0.75
2. C 0.43
3. H 0.38
4. H 0.30
5. N -0.38
6. N -0.11
7. O -0.34
8. O -0.24
9. O -0.44
10. O -0.36

***

Molecular formula: C2H2N2O4S
Method: DFT, ωB97M-V/def2-TZVPD

The geometry in ORCA input format:
```
! wB97M-V def2-TZVPD RIJCOSX def2/J DEFGRID3
* xyz 0 3
C 0.987 -1.609 -0.341
C 1.940 -0.809 -0.645
N -1.115 2.847 1.606
N -0.426 2.387 0.897
O 0.252 2.005 0.075
O 0.079 -2.130 0.154
O -2.373 -0.557 -1.279
O -1.443 -0.194 0.914
S -2.153 -1.091 0.057
H 2.605 -0.873 -1.467
H 1.644 0.024 0.027
*
```

Output
LUMO level (spin up / spin down) = 0.66 / -4.32 eV

Electronic structure analysis, Mulliken charges in units of e:
1. C 0.80
2. C -0.80
3. N -0.39
4. N 0.94
5. O -0.55
6. O -0.43
7. O -0.34
8. O -0.36
9. S 0.63
10. H 0.33
11. H 0.17

***

Molecular formula: C2H2N2OS
Method: DFT, ωB97M-V/def2-TZVPD

The geometry in ORCA input format:
```
! wB97M-V def2-TZVPD RIJCOSX def2/J DEFGRID3
* xyz 0 1
C -1.931 -0.588 -0.807
C 2.270 0.107 0.903
N -2.921 -0.002 -0.454
N 2.053 1.150 0.333
O 2.599 -0.829 1.538
S -0.719 -1.471 -1.299
H 1.736 1.092 -0.611
H -3.088 0.541 0.397
*
```

Output
energy relative to the best compared isomer or geometry (same formula, charge and spin) = 1.7 kcal/mol
LUMO level = 0.39 eV
SMILES string = N=C=O.N=C=S

Electronic structure analysis, Mulliken charges in units of e:
1. C 0.39
2. C 0.60
3. N -0.39
4. N -0.48
5. O -0.41
6. S -0.31
7. H 0.29
8. H 0.31

***

Molecular formula: C2H2N2OS
Method: DFT, ωB97M-V/def2-TZVPD

The geometry in ORCA input format:
```
! wB97M-V def2-TZVPD RIJCOSX def2/J DEFGRID3
* xyz 0 1
C -0.916 1.865 0.076
C -0.126 -0.322 -0.095
N -0.948 2.998 -0.044
N 1.250 -0.164 -0.020
O -1.365 -2.661 0.013
S -1.455 -1.177 0.155
H 1.724 -0.737 0.612
H 1.834 0.199 -0.697
*
```

Output
energy relative to the best compared isomer or geometry (same formula, charge and spin) = 117.7 kcal/mol
LUMO level = -1.93 eV

Electronic structure analysis, Mulliken charges in units of e:
1. C -0.08
2. C 0.35
3. N -0.35
4. N -0.31
5. O -0.48
6. S 0.39
7. H 0.24
8. H 0.23

***

Molecular formula: C2H2N3O
Method: DFT, ωB97M-V/def2-TZVPD

The geometry in ORCA input format:
```
! wB97M-V def2-TZVPD RIJCOSX def2/J DEFGRID3
* xyz 1 1
C -0.438 0.450 -0.743
C 0.184 -0.581 1.437
N 1.627 1.456 -1.311
N 0.681 0.918 -1.075
N -0.579 -0.407 0.473
O 0.879 -0.853 2.269
H -1.003 0.066 -1.672
H -1.351 -1.050 0.621
*
```

Output
energy relative to the best compared isomer or geometry (same formula, charge and spin) = 48.6 kcal/mol
LUMO level = -5.62 eV

Electronic structure analysis, Mulliken charges in units of e:
1. C -0.11
2. C 0.57
3. N -0.39
4. N 0.52
5. N -0.09
6. O -0.07
7. H 0.28
8. H 0.29

***

Molecular formula: C2H2N3O
Method: DFT, ωB97M-V/def2-TZVPD

The geometry in ORCA input format:
```
! wB97M-V def2-TZVPD RIJCOSX def2/J DEFGRID3
* xyz 1 1
C 1.047 1.106 1.928
C -1.082 -0.169 -1.298
N -0.076 -1.133 -0.721
N 0.579 -1.979 -0.497
N 0.755 0.463 1.047
O -1.457 0.761 -0.742
H 1.606 1.673 2.646
H -1.372 -0.722 -2.363
*
```

Output
energy relative to the best compared isomer or geometry (same formula, charge and spin) = 39.7 kcal/mol
LUMO level = -7.04 eV

Electronic structure analysis, Mulliken charges in units of e:
1. C -0.17
2. C 0.22
3. N 0.44
4. N 0.14
5. N -0.19
6. O -0.12
7. H 0.35
8. H 0.32

***

Molecular formula: C2H2N3O3S
Method: DFT, ωB97M-V/def2-TZVPD

The geometry in ORCA input format:
```
! wB97M-V def2-TZVPD RIJCOSX def2/J DEFGRID3
* xyz -1 1
C 0.519 2.045 -1.552
C -0.706 0.481 -0.814
N -0.675 1.414 -1.678
N 1.281 1.462 -0.665
N 0.492 0.493 -0.120
O -1.047 -1.148 2.656
O -1.509 -3.215 1.207
O 0.695 -2.067 1.217
S -0.784 -1.968 1.472
H 0.863 2.717 -2.211
H 0.871 -0.213 0.487
*
```

Output
energy relative to the best compared isomer or geometry (same formula, charge and spin) = 58.9 kcal/mol
LUMO level (spin up / spin down) = 3.20 / 1.82 eV

Electronic structure analysis, Mulliken charges in units of e:
1. C -0.17
2. C 0.24
3. N -0.57
4. N -0.77
5. N 0.39
6. O -0.50
7. O -0.53
8. O -0.63
9. S 0.80
10. H 0.44
11. H 0.31

***

Molecular formula: C2H2N3OS
Method: DFT, ωB97M-V/def2-TZVPD

The geometry in ORCA input format:
```
! wB97M-V def2-TZVPD RIJCOSX def2/J DEFGRID3
* xyz -1 1
C -2.521 -0.202 0.236
C -0.324 0.715 -0.082
N -3.521 -0.778 0.400
N 2.162 -0.678 0.050
N -1.586 0.726 0.273
O 0.479 1.627 -0.038
S 0.531 -1.002 -0.338
H 2.526 -0.588 -0.916
H 2.253 0.180 0.415
*
```

Output
energy relative to the best compared isomer or geometry (same formula, charge and spin) = 4.1 kcal/mol
LUMO level = 3.54 eV
SMILES string = N#C/N=C(/[O-])SN

Electronic structure analysis, Mulliken charges in units of e:
1. C 0.42
2. C 0.54
3. N -0.62
4. N -0.58
5. N -0.53
6. O -0.62
7. S -0.14
8. H 0.24
9. H 0.30

***

Molecular formula: C2H2N4O2
Method: DFT, ωB97M-V/def2-TZVPD

The geometry in ORCA input format:
```
! wB97M-V def2-TZVPD RIJCOSX def2/J DEFGRID3
* xyz 0 1
C -0.257 -0.679 -0.629
C 0.774 1.501 0.496
H -0.356 -1.369 -2.369
H 0.791 1.553 1.675
N -0.891 -1.612 0.013
N -0.978 -1.252 1.263
N -0.464 -0.104 1.496
N 0.056 0.313 0.288
O -0.015 -0.532 -1.921
O 1.340 2.180 -0.313
*
```

Output
energy relative to the best compared isomer or geometry (same formula, charge and spin) = 73.8 kcal/mol
LUMO level = 0.02 eV
SMILES string = O=Cn1nnnc1O

Electronic structure analysis, Mulliken charges in units of e:
1. C 0.51
2. C 0.20
3. H 0.40
4. H 0.34
5. N -0.32
6. N -0.34
7. N -0.33
8. N 0.42
9. O -0.44
10. O -0.44

***

Molecular formula: C2H2N4O2
Method: DFT, ωB97M-V/def2-TZVPD

The geometry in ORCA input format:
```
! wB97M-V def2-TZVPD RIJCOSX def2/J DEFGRID3
* xyz 0 1
C -0.778 0.907 0.528
C -0.567 -1.376 0.299
H -1.263 2.746 0.685
H 0.744 -2.758 -0.246
N -1.327 -0.399 0.345
N 0.088 -2.367 0.389
N 1.916 -0.281 -1.177
N 2.510 0.474 -2.010
O -1.689 1.861 0.531
O 0.364 1.192 0.655
*
```

Output
energy relative to the best compared isomer or geometry (same formula, charge and spin) = 51.0 kcal/mol
LUMO level = 0.03 eV
SMILES string = N=C=NC(=O)O.N#N

Electronic structure analysis, Mulliken charges in units of e:
1. C 0.59
2. C 0.66
3. H 0.37
4. H 0.29
5. N -0.46
6. N -0.44
7. N 0.16
8. N -0.18
9. O -0.46
10. O -0.53

***

Molecular formula: C2H2N4O2
Method: DFT, ωB97M-V/def2-TZVPD

The geometry in ORCA input format:
```
! wB97M-V def2-TZVPD RIJCOSX def2/J DEFGRID3
* xyz 0 1
C 0.007 0.357 1.433
C -0.463 -0.755 -1.903
H -0.923 -1.176 1.094
H -0.910 -1.254 -2.754
N 0.107 0.055 0.004
N -0.723 -0.830 -0.575
N 0.512 0.165 -2.141
N 0.971 0.613 -0.949
O -0.505 -0.840 1.899
O 0.319 1.440 1.865
*
```

Output
energy relative to the best compared isomer or geometry (same formula, charge and spin) = 73.1 kcal/mol
LUMO level = -0.66 eV
SMILES string = O=C(O)n1ncnn1

Electronic structure analysis, Mulliken charges in units of e:
1. C 0.57
2. C -0.01
3. H 0.52
4. H 0.42
5. N 0.76
6. N -0.78
7. N -0.26
8. N -0.32
9. O -0.46
10. O -0.43

***

Molecular formula: C2H2N4O2
Method: DFT, ωB97M-V/def2-TZVPD

The geometry in ORCA input format:
```
! wB97M-V def2-TZVPD RIJCOSX def2/J DEFGRID3
* xyz 0 1
C 1.325 -0.078 -0.013
C -0.091 0.180 0.310
H 2.919 0.706 -0.381
H -0.868 1.966 0.063
N -0.628 -1.018 0.414
N -1.903 -0.807 0.002
N -2.243 0.461 -0.365
N -1.012 1.053 -0.034
O 2.046 1.116 0.117
O 1.835 -1.255 -0.314
*
```

Output
energy relative to the best compared isomer or geometry (same formula, charge and spin) = 112.0 kcal/mol
LUMO level = -0.87 eV
SMILES string = O=C(O)c1nnn[nH]1

Electronic structure analysis, Mulliken charges in units of e:
1. C 0.49
2. C 0.31
3. H 0.41
4. H 0.19
5. N -0.15
6. N -0.19
7. N -0.26
8. N 0.15
9. O -0.45
10. O -0.51

***

Molecular formula: C2H2N4O2
Method: DFT, ωB97M-V/def2-TZVPD

The geometry in ORCA input format:
```
! wB97M-V def2-TZVPD RIJCOSX def2/J DEFGRID3
* xyz 0 1
C -1.176 0.056 0.871
C 0.172 0.178 0.086
N -1.727 -1.071 0.328
N -1.016 -1.563 -0.580
N 0.092 -0.820 -0.806
N 1.269 1.045 0.033
O 1.250 2.061 0.702
O 2.152 0.701 -0.757
H -1.670 0.574 1.671
H 0.654 -1.162 -1.551
*
```

Output
energy relative to the best compared isomer or geometry (same formula, charge and spin) = 139.5 kcal/mol
LUMO level = -1.43 eV
SMILES string = O=[N+]([O-])c1cnn[nH]1

Electronic structure analysis, Mulliken charges in units of e:
1. C -0.38
2. C 0.32
3. N -0.21
4. N -0.57
5. N 0.35
6. N 0.91
7. O -0.53
8. O -0.58
9. H 0.42
10. H 0.28

***

Molecular formula: C2H2N4O2
Method: DFT, ωB97M-V/def2-TZVPD

The geometry in ORCA input format:
```
! wB97M-V def2-TZVPD RIJCOSX def2/J DEFGRID3
* xyz 0 1
C -0.117 -0.617 -1.284
C 0.234 1.304 1.725
H -0.714 -1.627 -2.724
H 0.517 0.906 2.715
N -0.407 -0.597 -2.519
N 0.005 -1.656 -0.311
N 0.187 -1.078 0.863
N 0.100 0.281 0.750
O 0.117 2.473 1.414
O 0.078 0.611 -0.629
*
```

Output
energy relative to the best compared isomer or geometry (same formula, charge and spin) = 115.1 kcal/mol
LUMO level = -1.30 eV
SMILES string = [H]/N=c1\nnn(C=O)o1

Electronic structure analysis, Mulliken charges in units of e:
1. C 0.55
2. C 0.13
3. H 0.29
4. H 0.34
5. N -0.57
6. N -0.26
7. N -0.39
8. N 0.61
9. O -0.43
10. O -0.27

***

Molecular formula: C2H2N6
Method: DFT, ωB97M-V/def2-TZVPD

The geometry in ORCA input format:
```
! wB97M-V def2-TZVPD RIJCOSX def2/J DEFGRID3
* xyz 0 1
C -1.242 -0.032 -0.281
C 1.451 -0.226 0.413
H -2.244 -0.973 1.035
H 2.661 -0.434 0.634
N -2.069 0.061 0.680
N -0.259 -1.060 -0.798
N 0.949 -1.029 -0.608
N 1.134 1.052 0.513
N 0.347 1.485 -0.569
N -0.727 1.156 -1.018
*
```

Output
energy relative to the best compared isomer or geometry (same formula, charge and spin) = 83.8 kcal/mol
LUMO level = -1.28 eV
SMILES string = [H]/N=c1\nncnnn1

Electronic structure analysis, Mulliken charges in units of e:
1. C 0.66
2. C 0.10
3. H 0.29
4. H 0.29
5. N -0.55
6. N -0.21
7. N -0.18
8. N -0.18
9. N 0.02
10. N -0.24

***

Molecular formula: C2H2NO2S
Method: DFT, ωB97M-V/def2-TZVPD

The geometry in ORCA input format:
```
! wB97M-V def2-TZVPD RIJCOSX def2/J DEFGRID3
* xyz -1 1
C -0.644 1.694 -0.683
C 0.051 0.953 0.252
N -1.336 1.781 0.394
O 0.652 -0.800 2.008
O 0.523 -2.181 -0.641
S 0.886 -0.393 0.636
H -0.588 2.077 -1.702
H 0.456 -3.133 -0.264
*
```

Output
energy relative to the best compared isomer or geometry (same formula, charge and spin) = 136.4 kcal/mol
LUMO level = 3.98 eV

Electronic structure analysis, Mulliken charges in units of e:
1. C 0.06
2. C 0.06
3. N -0.48
4. O -0.55
5. O -0.88
6. S 0.36
7. H 0.26
8. H 0.17

***

The records above yield DFT total energy values of -11225.389; -11226.272; -11224.565; -13270.612; -13272.840; -24104.173; -17968.903; -17963.873; -8612.748; -8613.131; -23552.653; -19460.417; -12159.546; -12160.536; -12159.576; -12157.892; -12156.698; -12157.758; -11040.272; -18522.514 eV, respectively.